# 1
18
Properties=species:S:1:pos:R:3:forces:R:3:mulliken_charge:R:1 method="wB97M-V/def2-TZVPD" smiles="C=C/C=C/CCN" homo_ev=-9.03 e_above_lowest_ev=1.570 total_charge=0 energy_ev=-7888.9618
C 2.201 -0.332 -2.769 -0.72 -0.28 0.02 -0.67
C 1.024 -0.528 -2.181 0.44 0.03 0.55 -0.30
C 0.572 0.302 -1.040 -0.39 0.37 -0.57 -0.40
C 0.294 -0.124 0.175 0.09 -0.53 0.77 -0.16
C -0.050 0.752 1.338 -1.23 -0.13 -0.23 -0.47
C -1.201 0.142 2.162 -0.05 -0.04 -0.46 -0.69
N -2.355 -0.285 1.390 -0.52 -0.29 0.01 -0.56
H 2.873 0.468 -2.477 -0.04 -0.07 -0.14 0.28
H 2.465 -1.032 -3.542 0.46 0.10 -0.25 0.25
H 0.430 -1.397 -2.460 -0.02 0.16 -0.02 0.29
H 0.417 1.365 -1.224 0.36 0.02 -0.07 0.34
H 0.305 -1.186 0.424 0.29 -0.04 -0.23 0.36
H 0.789 0.897 2.011 0.28 0.26 -0.06 0.29
H -0.439 1.701 0.950 0.48 0.17 0.15 0.31
H -1.554 0.882 2.879 0.18 0.01 0.26 0.30
H -0.838 -0.732 2.704 -0.02 0.04 0.16 0.35
H -2.641 0.329 0.640 0.23 0.15 0.10 0.21
H -2.292 -1.221 1.019 0.20 0.06 0.00 0.25

=====

# 2
26
Properties=species:S:1:pos:R:3:forces:R:3:mulliken_charge:R:1 method="wB97M-V/def2-TZVPD" smiles=CCc1ccccc1.CC homo_ev=-9.03 e_above_lowest_ev=1.025 total_charge=0 energy_ev=-10628.7181
C 2.716 0.559 0.880 1.32 0.33 -0.27 -1.28
C 1.208 0.679 0.668 0.33 -0.93 1.60 -0.76
C 0.787 -0.305 -0.380 0.78 1.11 -1.35 0.84
C 0.931 0.066 -1.753 -0.23 -0.85 1.45 -0.50
C 0.672 -0.892 -2.679 -1.02 -0.65 -2.88 -0.31
C 0.207 -2.199 -2.445 0.52 0.56 0.95 -0.53
C 0.238 -2.577 -1.133 -0.93 0.58 1.33 -0.51
C 0.475 -1.614 -0.119 -0.39 -1.23 -0.26 -0.29
H 3.196 1.122 1.690 -0.77 0.62 -0.06 0.37
H 3.169 0.921 -0.051 0.35 -0.31 0.18 0.33
H 3.124 -0.425 1.126 -0.62 -0.35 -0.59 0.33
H 0.745 0.386 1.617 -0.19 0.35 -0.12 0.25
H 0.998 1.723 0.449 -0.39 -0.06 -0.17 0.36
H 1.172 1.060 -2.101 0.17 0.12 0.32 0.41
H 0.686 -0.636 -3.743 0.15 0.31 0.29 0.28
H -0.251 -2.834 -3.188 0.49 0.03 -0.36 0.39
H -0.134 -3.519 -0.743 0.14 -0.18 -0.48 0.31
H 0.256 -2.027 0.859 0.44 0.58 0.41 0.32
C -2.806 1.957 1.037 1.58 -0.07 -0.18 -0.92
C -2.305 0.653 1.672 0.13 0.57 1.26 -0.35
H -2.034 2.737 1.079 0.00 -0.13 0.18 0.28
H -2.935 1.794 -0.032 -0.71 0.21 0.07 0.29
H -3.641 2.362 1.597 -0.50 -0.15 -0.48 0.32
H -1.235 0.473 1.671 0.11 0.17 -0.89 -0.22
H -2.807 -0.215 1.259 -0.15 -0.17 0.26 0.25
H -2.430 0.750 2.762 -0.62 -0.45 -0.21 0.35